<one>
Formula: C4H6ClN
Source: OMol25
Level of theory: the ωB97M-V functional and the def2-TZVPD basis

Calculated values
E_HOMO (alpha / beta): -9.629 / -8.805 eV
HOMO-LUMO gap (alpha / beta): 8.506 / 8.417 eV

Last column: natural (NBO) charge in e.
Atoms and positions in Å:
C (1.10429, -0.18245, 1.01212)  0.15
C (-0.71603, -1.81454, -0.59700)  -0.50
C (0.25547, 1.78547, -0.38611)  -0.65
C (0.12446, 0.66506, 0.62800)  0.00
N (1.97051, -0.84864, 1.45663)  -0.26
Cl (-1.25920, 0.72250, 1.72674)  0.03
H (-0.87939, -2.31431, 0.37847)  0.18
H (-1.64004, -1.60209, -1.17255)  0.17
H (-0.12367, -2.45915, -1.22904)  0.16
H (-0.44751, 2.59643, -0.26102)  0.25
H (0.33798, 1.32949, -1.27472)  0.24
H (1.27311, 2.12222, -0.28152)  0.24

***

<two>
Formula: C4H6ClN
Source: OMol25
Level of theory: the ωB97M-V functional and the def2-TZVPD basis

Calculated values
SMILES: C=C(Cl)N1CC1
E_HOMO: -8.909 eV
HOMO-LUMO gap: 9.928 eV

Last column: natural (NBO) charge in e.
Atoms and positions in Å:
C (0.84563, 1.74678, 0.02745)  -0.48
C (0.97406, 0.43379, 0.19126)  0.11
C (-1.35099, -0.37178, 0.09856)  -0.26
C (-0.34879, -1.47749, -0.09421)  -0.22
N (-0.00436, -0.42909, 0.72610)  -0.41
Cl (2.40081, -0.42850, -0.11323)  0.02
H (1.71638, 2.42342, -0.27661)  0.22
H (-0.01455, 2.27312, 0.35303)  0.21
H (-1.45677, 0.20368, -0.79659)  0.19
H (-2.24231, -0.33616, 0.67637)  0.21
H (-0.56035, -2.51692, 0.25802)  0.20
H (0.04125, -1.52087, -1.05013)  0.19

***

<three>
Formula: C4H6ClN
Source: OMol25
Level of theory: the ωB97M-V functional and the def2-TZVPD basis

Calculated values
SMILES: C[C@H](C#N)CCl
E_HOMO: -11.046 eV
HOMO-LUMO gap: 11.689 eV

Last column: natural (NBO) charge in e.
Atoms and positions in Å:
C (0.45312, -1.17802, -0.51350)  -0.58
C (0.14521, 0.01484, 0.42282)  -0.37
C (-0.00903, 1.26155, -0.33368)  -0.34
C (-0.90457, -0.25844, 1.40203)  0.29
H (-0.27300, -1.35364, -1.35141)  0.23
H (1.37144, -0.94200, -0.97167)  0.21
H (0.63357, -2.14357, 0.09861)  0.23
H (1.06868, 0.11123, 0.95508)  0.26
H (0.64205, 1.10401, -1.16837)  0.21
H (0.30489, 2.26536, 0.09969)  0.24
N (-1.70752, -0.45967, 2.21035)  -0.30
Cl (-1.72484, 1.57836, -0.84994)  -0.06

***

Stability, highest: <three>

***

<one>
Formula: C5H11NS
Source: OMol25
Level of theory: the ωB97M-V functional and the def2-TZVPD basis

Calculated values
SMILES: C[C@H](S)C1CNC1
E_HOMO: -8.970 eV
HOMO-LUMO gap: 9.929 eV

Last column: natural (NBO) charge in e.
Atoms and positions in Å:
C (-0.90878, 1.46762, 0.28430)  -0.62
C (-1.16908, 0.15994, -0.43295)  -0.32
C (0.02715, -0.83144, -0.43868)  -0.23
C (1.32458, -0.16807, -0.99685)  -0.22
C (0.90163, -0.91834, 0.87896)  -0.22
H (-1.76822, 2.10415, 0.07476)  0.22
H (-0.05599, 1.95032, -0.14891)  0.22
H (-0.81794, 1.36798, 1.38454)  0.21
H (-1.28478, 0.43025, -1.50818)  0.21
H (-2.64014, -0.40461, 1.28906)  0.12
H (-0.27607, -1.84212, -0.91406)  0.22
H (1.98003, -0.83613, -1.54295)  0.18
H (1.10658, 0.67846, -1.64498)  0.18
H (2.78271, -0.00619, 0.50612)  0.36
H (1.33011, -1.94803, 0.96834)  0.17
H (0.45599, -0.67757, 1.88767)  0.18
N (1.78698, 0.08223, 0.38746)  -0.63
S (-2.77476, -0.60844, -0.03364)  -0.03

***

<two>
Formula: C5H11NS
Source: OMol25
Level of theory: the ωB97M-V functional and the def2-TZVPD basis

Calculated values
E_HOMO: -7.656 eV
HOMO-LUMO gap: 8.333 eV

Last column: natural (NBO) charge in e.
Atoms and positions in Å:
C (-1.25279, -0.48589, -2.18796)  -0.52
C (-2.12748, -0.53814, -1.21649)  0.14
C (-2.87431, -0.63170, -0.20950)  -0.51
C (-0.15601, 1.81210, 0.94431)  -0.43
C (2.71391, -1.01359, 0.95030)  -0.71
N (0.34404, 0.74539, 0.01863)  -0.88
S (0.68045, -0.58574, 0.79096)  0.75
H (-1.15718, -1.16095, -2.96496)  0.21
H (-0.51881, 0.32998, -2.31467)  0.25
H (0.60210, -1.31831, -0.38784)  0.10
H (-3.89526, -0.24287, -0.09671)  0.23
H (-2.39468, -1.09667, 0.52969)  0.21
H (-0.95733, 2.18955, 0.43798)  0.19
H (-0.37739, 1.46204, 1.87637)  0.17
H (0.54872, 2.62591, 0.85279)  0.19
H (2.94610, -0.67619, 1.95293)  0.21
H (2.99410, -0.42485, 0.19199)  0.21
H (2.52542, -2.05742, 0.76682)  0.21

***

Stability, highest: <one>

***

<one>
Formula: C5H5N3
Source: OMol25
Level of theory: the ωB97M-V functional and the def2-TZVPD basis

Calculated values
E_HOMO (alpha / beta): -9.224 / -7.813 eV
HOMO-LUMO gap (alpha / beta): 8.699 / 7.864 eV

Last column: natural (NBO) charge in e.
Atoms and positions in Å:
C (-1.11403, -1.31172, 0.19090)  -0.08
C (-0.20125, -0.35699, -0.22620)  -0.07
C (-0.08287, 0.55810, 0.89357)  0.00
C (0.74798, 1.61455, 0.61908)  -0.05
C (0.63268, 0.00111, -1.31096)  -0.36
N (-1.38689, -1.16000, 1.52156)  -0.22
N (1.30525, 1.24072, -1.12160)  -0.27
N (-0.79351, -0.03092, 1.86918)  -0.33
H (-1.44263, -2.11137, -0.55281)  0.22
H (1.17131, 2.56638, 0.84452)  0.23
H (1.34989, -0.72453, -1.50459)  0.25
H (-0.03409, 0.07837, -2.31118)  0.24
H (-0.86840, 0.17414, 2.93328)  0.42

***

<two>
Formula: C5H5N3
Source: OMol25
Level of theory: the ωB97M-V functional and the def2-TZVPD basis

Calculated values
SMILES: c1nc2[nH]ccc2[nH]1
E_HOMO: -7.887 eV
HOMO-LUMO gap: 8.942 eV

Last column: natural (NBO) charge in e.
Atoms and positions in Å:
C (-1.96268, -0.06364, 0.02471)  -0.04
C (-1.22686, 1.06685, -0.09740)  -0.32
C (0.10624, 0.56471, 0.01139)  0.02
C (2.19510, -0.30347, 0.00492)  0.19
C (0.08187, -0.78811, 0.02225)  0.22
H (-3.01676, -0.19689, -0.01591)  0.20
H (-1.54141, 2.08346, -0.20326)  0.23
H (1.91170, 1.78832, 0.24892)  0.41
H (3.27293, -0.36772, -0.03460)  0.20
H (-1.50080, -2.12668, -0.13053)  0.41
N (1.53448, 0.89269, 0.11254)  -0.54
N (1.36455, -1.31695, -0.11395)  -0.48
N (-1.21836, -1.23257, 0.17092)  -0.52

***

<three>
Formula: C5H5N3
Source: OMol25
Level of theory: the ωB97M-V functional and the def2-TZVPD basis

Calculated values
SMILES: c1nc2[nH]ccc2[nH]1
E_HOMO: -7.500 eV
HOMO-LUMO gap: 8.425 eV

Last column: natural (NBO) charge in e.
Atoms and positions in Å:
C (0.09314, 0.61607, 1.86872)  -0.05
C (1.07111, -0.09104, 1.14699)  -0.32
C (0.55287, -0.13413, -0.15909)  0.01
C (-0.36952, -0.45804, -2.07460)  0.18
C (-0.72168, 0.53006, -0.24816)  0.24
H (-0.04202, 0.66728, 2.99025)  0.22
H (1.66340, -0.97059, 1.70277)  0.24
H (1.31401, -1.64996, -1.66758)  0.43
H (-0.34699, -0.97999, -2.93718)  0.17
H (-1.71540, 1.98886, 1.15927)  0.44
N (0.79131, -0.71265, -1.40035)  -0.53
N (-1.30712, 0.09505, -1.36404)  -0.46
N (-0.98311, 1.09909, 0.98299)  -0.57

***

Stability, highest: <two>

***

<one>
Formula: C5H7NOS
Source: OMol25
Level of theory: the ωB97M-V functional and the def2-TZVPD basis

Calculated values
SMILES: CC#CC(=O)SNC
E_HOMO: -9.497 eV
HOMO-LUMO gap: 9.839 eV

Last column: natural (NBO) charge in e.
Atoms and positions in Å:
C (-0.93496, -1.59498, -0.04965)  -0.19
C (-0.68957, -1.51457, -1.22924)  0.11
C (-1.54840, -2.07212, 1.19594)  0.30
C (-0.07474, -1.27240, -2.49597)  -0.71
C (0.40839, 0.17422, 1.90713)  -0.44
N (-1.00307, 0.51947, 1.95602)  -0.76
O (-1.80089, -3.26195, 1.32886)  -0.51
S (-1.91188, -0.81363, 2.37907)  0.46
H (-1.42931, 0.89483, 1.09327)  0.39
H (-0.93635, -0.97303, -3.16630)  0.25
H (0.27121, -2.13423, -3.17026)  0.25
H (0.72951, -0.60061, -2.34945)  0.25
H (1.21701, 1.01810, 1.92642)  0.20
H (0.72561, -0.44631, 2.65258)  0.21
H (0.67780, -0.38149, 1.02634)  0.19

***

<two>
Formula: C5H7NOS
Source: OMol25
Level of theory: the ωB97M-V functional and the def2-TZVPD basis

Calculated values
E_HOMO: -9.216 eV
HOMO-LUMO gap: 9.985 eV

Last column: natural (NBO) charge in e.
Atoms and positions in Å:
C (0.85529, 0.04101, 0.01433)  -0.27
C (-0.20248, -0.38944, 1.18581)  -0.38
C (-1.02886, -0.75539, -0.09453)  -0.09
C (0.16253, -1.14203, -0.82180)  -0.38
C (0.02516, 1.28360, -0.24707)  0.68
H (2.84679, 1.48822, 0.11358)  0.17
H (0.18498, -1.20424, 1.76604)  0.21
H (-0.74645, 0.49066, 1.77279)  0.23
H (-2.06298, -1.15037, 0.13513)  0.23
H (0.57123, -2.05344, -0.58896)  0.21
H (0.09672, -0.97359, -1.88071)  0.23
H (-2.21027, 1.13360, -0.55830)  0.42
N (-1.22655, 0.59628, -0.58547)  -0.68
O (0.10325, 2.51944, -0.07101)  -0.59
S (2.63162, 0.11569, -0.13984)  0.01

***

<three>
Formula: C5H7NOS
Source: OMol25
Level of theory: the ωB97M-V functional and the def2-TZVPD basis

Calculated values
SMILES: SCCc1ccon1
E_HOMO: -8.935 eV
HOMO-LUMO gap: 9.769 eV

Last column: natural (NBO) charge in e.
Atoms and positions in Å:
C (1.99608, 0.48984, 0.03639)  -0.56
C (0.76512, 0.29142, 1.03622)  -0.44
C (-0.59084, -0.09277, 0.28615)  0.11
C (-1.45410, 0.59580, -0.61687)  -0.36
C (-2.52959, -0.26953, -0.73267)  0.12
H (1.18706, -1.52653, -0.90937)  0.14
H (1.70597, 1.07449, -0.76732)  0.20
H (2.74567, 1.10383, 0.51272)  0.23
H (0.64991, 1.24840, 1.65478)  0.23
H (1.13779, -0.67849, 1.65073)  0.25
H (-1.32673, 1.51626, -1.33143)  0.25
H (-3.33864, -0.12255, -1.32322)  0.21
N (-1.11171, -1.24962, 0.76293)  -0.10
O (-2.32730, -1.28359, 0.21636)  -0.27
S (2.49129, -1.09697, -0.47541)  -0.02

***

Stability, highest: <two>

***

<one>
Formula: C5H7NOS
Source: OMol25
Level of theory: the ωB97M-V functional and the def2-TZVPD basis

Calculated values
E_HOMO: -8.194 eV
HOMO-LUMO gap: 8.766 eV

Last column: natural (NBO) charge in e.
Atoms and positions in Å:
C (-0.17610, 0.39851, 0.06702)  0.30
C (-2.13642, 0.69773, 0.04144)  0.31
C (0.13838, -1.02968, -0.07523)  -0.57
C (-1.04896, -1.89711, -0.17173)  -0.43
C (1.86978, 1.59395, 0.23375)  -0.44
N (0.48228, 1.44355, 0.17156)  -0.43
O (-2.60960, 1.80891, -0.06292)  -0.52
S (-2.67564, -0.86636, 0.18570)  0.25
H (0.79242, -0.96186, -0.94126)  0.26
H (0.89760, -1.27041, 0.74402)  0.25
H (-1.16724, -2.12132, -1.18159)  0.22
H (-1.16110, -2.82428, 0.36226)  0.24
H (2.33389, 1.49951, 1.18665)  0.21
H (1.90258, 2.55780, -0.06440)  0.21
H (2.55815, 0.97106, -0.49527)  0.16

***

<two>
Formula: C5H7NOS
Source: OMol25
Level of theory: the ωB97M-V functional and the def2-TZVPD basis

Calculated values
SMILES: C=C1CSN=C(C)O1
E_HOMO: -8.614 eV
HOMO-LUMO gap: 9.330 eV

Last column: natural (NBO) charge in e.
Atoms and positions in Å:
C (-2.51642, -0.83627, 0.05173)  -0.67
C (-1.22867, 0.07395, -0.09528)  0.54
C (1.27247, 1.34131, 0.40996)  -0.59
C (1.26764, -0.07339, -0.28195)  0.31
C (2.40365, -0.87627, -0.21357)  -0.51
H (-2.47213, -1.46184, 0.99331)  0.22
H (-3.47738, -0.34717, 0.23672)  0.24
H (-2.59722, -1.54588, -0.92610)  0.23
H (2.20229, 1.89255, 0.05180)  0.25
H (1.31818, 1.07301, 1.45950)  0.24
H (3.39257, -0.23824, -0.28467)  0.23
H (2.22504, -1.95172, -0.34778)  0.23
N (-1.53767, 1.25829, -0.22993)  -0.58
O (-0.02375, -0.66877, -0.48618)  -0.52
S (-0.22862, 2.36045, -0.33754)  0.36

***

<three>
Formula: C5H7NOS
Source: OMol25
Level of theory: the ωB97M-V functional and the def2-TZVPD basis

Calculated values
SMILES: NCC1=CC(=O)SC1
E_HOMO: -9.348 eV
HOMO-LUMO gap: 9.802 eV

Last column: natural (NBO) charge in e.
Atoms and positions in Å:
C (-0.08052, 1.33169, -0.25832)  -0.27
C (-0.00221, -0.11906, -0.22041)  0.08
C (-0.54433, -0.84810, -1.19289)  -0.33
C (-0.53430, -2.27236, -0.97876)  0.38
C (0.60704, -0.84528, 0.94419)  -0.55
H (-0.25768, 1.95384, 1.69936)  0.36
H (0.89267, 2.80150, 0.79096)  0.37
H (-1.19163, 1.69441, -0.28196)  0.20
H (0.36880, 1.73714, -1.14054)  0.22
H (-0.99858, -0.39927, -2.03710)  0.23
H (0.15109, -0.65833, 1.90620)  0.24
H (1.68341, -0.54328, 1.01156)  0.26
N (0.47837, 1.92434, 0.98551)  -0.85
O (-1.07748, -3.13434, -1.64022)  -0.55
S (0.50535, -2.62292, 0.41241)  0.20

***

Stability, highest: <three>

***

<one>
Formula: CH12NO4
Source: OMol25
Level of theory: the ωB97M-V functional and the def2-TZVPD basis

Calculated values
charge: +1
E_HOMO: -13.741 eV
HOMO-LUMO gap: 8.001 eV

Last column: natural (NBO) charge in e.
Atoms and positions in Å:
C (-0.66644, 0.56915, 1.36602)  0.19
N (-0.29638, -0.47943, 0.66452)  -0.66
H (-0.43486, 0.40531, 2.39149)  0.22
H (-1.13697, 1.37453, 0.83745)  0.23
H (0.46755, -0.34871, -0.02555)  0.48
H (-0.13169, -1.38983, 1.24237)  0.45
H (1.39348, -2.25849, -5.03227)  0.54
H (-0.25969, -2.21035, -4.30861)  0.52
O (0.73105, -2.00522, -4.34505)  -1.03
H (-0.11496, -1.42019, -1.75463)  0.45
H (0.52330, -0.87084, -2.92256)  0.52
O (0.37030, -0.67559, -1.95647)  -0.98
H (-0.59828, -2.79784, 3.04422)  0.51
H (0.00939, -3.40201, 1.76980)  0.51
O (-0.19735, -2.56158, 2.24721)  -0.95
H (0.78918, 5.81464, 2.35951)  0.45
H (-0.47192, 6.02953, 1.81524)  0.46
O (0.02429, 6.22692, 2.60731)  -0.91

***

<two>
Formula: CH12NO4
Source: OMol25
Level of theory: the ωB97M-V functional and the def2-TZVPD basis

Calculated values
charge: +1
E_HOMO: -14.839 eV
HOMO-LUMO gap: 10.125 eV

Last column: natural (NBO) charge in e.
Atoms and positions in Å:
C (-0.29700, -0.24801, -2.83920)  0.15
N (-1.02975, 0.42076, -2.04351)  -0.58
H (-0.72368, -0.37039, -3.82882)  0.22
H (0.64610, -0.62005, -2.47095)  0.24
H (-0.71046, 0.93693, -1.19925)  0.48
H (-1.96619, 0.67938, -2.32595)  0.42
H (-1.21968, -2.04369, 2.11635)  0.50
H (-0.10376, -2.94020, 1.46187)  0.49
O (-0.52487, -2.07814, 1.46641)  -0.97
H (-1.28998, 2.50937, 0.38495)  0.50
H (0.11472, 1.84817, 0.74073)  0.52
O (-0.78077, 1.70677, 0.43097)  -0.96
H (1.68795, -0.81408, -0.52700)  0.46
H (1.12231, -0.03572, 0.56350)  0.50
O (1.41096, 0.08143, -0.36694)  -0.98
H (1.81755, -0.07383, 2.77924)  0.49
H (0.48858, -0.58802, 2.23156)  0.49
O (1.01339, 0.22965, 2.34687)  -0.97

***

Stability, highest: <two>